# 1
Below is C7H17B2F2NO8Tl as an isolated structure at a distorted geometry, with properties calculated with the ωB97M-V functional and the def2-TZVPD basis.

Properties
LUMO = -11.16 eV
Charge = +1
M = 507.215 g/mol
HOMO = -13.19 eV
Gap between HOMO and LUMO = 2.0282 eV

Last column: natural (NBO) charge in e.
CARTESIAN COORDINATES (ANGSTROEM)
1 Tl 9.744 7.644 -11.349  1.16
2 B 11.058 5.348 -9.803  -0.58
3 H 11.410 6.336 -9.550  0.13
4 H 11.422 4.993 -10.755  0.10
5 H 11.346 4.730 -8.966  0.24
6 H 9.994 5.445 -9.950  0.02
7 B 11.063 9.767 -9.786  -0.71
8 H 11.110 10.719 -9.282  0.08
9 H 10.404 9.082 -9.275  0.03
10 H 10.753 10.057 -10.779  0.08
11 H 12.058 9.355 -9.845  0.08
12 C 13.419 10.125 -7.413  -0.12
13 C 12.678 10.528 -6.244  0.44
14 O 13.411 9.878 -5.273  -0.50
15 C 14.742 9.772 -5.703  0.96
16 O 15.643 9.387 -4.895  -0.53
17 O 14.730 9.830 -6.996  -0.44
18 F 11.533 9.975 -6.213  -0.31
19 H 13.278 10.905 -8.161  0.21
20 H 13.006 9.202 -7.820  0.20
21 H 12.584 11.613 -6.201  0.15
22 C 8.518 11.871 -9.274  -0.12
23 C 9.256 13.076 -9.826  0.43
24 O 8.314 14.108 -9.637  -0.46
25 C 7.107 13.540 -9.568  0.95
26 O 6.100 14.291 -9.493  -0.54
27 O 7.214 12.287 -9.267  -0.45
28 F 9.432 12.928 -11.168  -0.34
29 H 8.944 11.624 -8.302  0.21
30 H 8.687 11.107 -10.034  0.20
31 H 10.157 13.260 -9.241  0.17
32 C 10.548 6.915 -5.648  -0.49
33 N 9.965 6.321 -6.883  0.52
34 O 9.817 5.109 -7.049  -0.25
35 O 9.512 7.170 -7.630  -0.30
36 H 9.910 7.701 -5.244  0.26
37 H 11.578 7.236 -5.806  0.26
38 H 10.409 6.185 -4.851  0.25



# 2
Below is a 3-piece molecular cluster, C4H11NO2 overall at a distorted geometry, with properties calculated with the ωB97M-V functional and the def2-TZVPD basis.

Properties
LUMO (spin up / spin down) = 3.33 / 3.16 eV
Charge = -1
<S²> = 0.760
M = 105.137 g/mol
Spin multiplicity = 2
HOMO (spin up / spin down) = 0.67 / -2.24 eV
Gap between HOMO and LUMO (spin up / spin down) = 2.6513 / 5.4094 eV

Last column: natural (NBO) charge in e.
CARTESIAN COORDINATES (ANGSTROEM)
1 N -0.083 1.601 -1.018  -0.86
2 C -0.404 0.402 -0.368  0.13
3 C 0.306 -0.052 0.712  -0.71
4 C -2.436 -1.068 -0.289  -0.65
5 C -1.495 -0.320 -0.996  -0.37
6 H 0.848 2.000 -1.035  0.33
7 H -0.706 1.958 -1.706  0.36
8 H -0.154 -0.886 1.208  0.20
9 H 1.260 0.364 1.006  0.16
10 H -2.318 -1.431 0.725  0.17
11 H -3.225 -1.550 -0.853  0.15
12 H -1.748 0.121 -1.965  0.15
13 H 4.013 1.790 -2.077  0.46
14 H 5.507 2.090 -1.742  0.46
15 O 4.916 1.531 -2.278  -0.96
16 H -1.805 -1.769 4.089  0.45
17 H -1.288 -2.866 3.214  0.46
18 O -1.187 -1.913 3.371  -0.93



# 3
Below is C5H10N2O as an isolated structure at a distorted geometry, with properties calculated with the ωB97M-V functional and the def2-TZVPD basis.

Properties
LUMO = 0.38 eV
M = 114.148 g/mol
HOMO = -7.72 eV
Gap between HOMO and LUMO = 8.1018 eV

Last column: natural (NBO) charge in e.
CARTESIAN COORDINATES (ANGSTROEM)
1 C 1.196 -0.627 0.059  -0.53
2 C 1.208 -0.120 1.493  -0.64
3 C -1.295 0.347 0.000  0.67
4 C 0.350 -0.176 -1.590  0.39
5 N -1.794 1.402 0.679  -0.77
6 C -0.855 0.461 -1.328  -0.62
7 O -1.623 -0.817 0.611  -0.69
8 N 1.025 -0.431 -2.619  -0.75
9 H -2.073 -1.376 -0.038  0.51
10 H -1.459 2.309 0.390  0.40
11 H -1.917 1.295 1.678  0.41
12 H 1.657 -1.226 -2.568  0.36
13 H -1.345 1.101 -2.057  0.24
14 H 2.186 -0.430 -0.358  0.20
15 H 1.062 -1.711 0.022  0.19
16 H 1.200 0.974 1.535  0.20
17 H 0.370 -0.506 2.079  0.20
18 H 2.107 -0.469 2.014  0.22



# 4
Below is C4H5FOS as an isolated structure at a distorted geometry, with properties calculated with the ωB97M-V functional and the def2-TZVPD basis.

Properties
LUMO = 0.16 eV
M = 120.148 g/mol
HOMO = -8.90 eV
Gap between HOMO and LUMO = 9.0609 eV

Last column: natural (NBO) charge in e.
CARTESIAN COORDINATES (ANGSTROEM)
1 C -1.444 -0.340 -0.113  0.18
2 C -1.306 1.215 -0.401  -0.49
3 C -0.478 0.098 -1.138  -0.43
4 C 1.285 -0.271 1.022  0.33
5 H -2.575 -0.596 -0.335  0.19
6 H -2.014 1.500 -1.243  0.22
7 H -0.804 1.792 0.469  0.28
8 H -1.046 0.057 -2.111  0.26
9 H 2.118 -1.370 1.434  0.21
10 O 0.441 0.497 1.531  -0.53
11 F -1.008 -1.007 1.032  -0.34
12 S 1.345 -0.031 -0.998  0.12



# 5
Below is a 18-piece molecular cluster, C72H180O36S9 overall at a distorted geometry, with properties calculated with the ωB97M-V functional and the def2-TZVPD basis.

Properties
LUMO = 0.36 eV
M = 1910.799 g/mol
HOMO = -7.89 eV
Gap between HOMO and LUMO = 8.2533 eV

Last column: Mulliken charge in e.
CARTESIAN COORDINATES (ANGSTROEM)
1 C 5.113 9.507 0.383  -0.45
2 O 4.175 9.640 -0.699  -0.47
3 C 3.976 8.328 -1.250  0.16
4 C 3.437 8.557 -2.612  -0.74
5 O 2.701 7.471 -3.122  -0.29
6 C 3.406 6.341 -3.520  0.06
7 C 2.446 5.403 -4.120  -1.06
8 O 1.561 4.945 -3.068  0.75
9 C 0.647 4.001 -3.618  -1.07
10 H 6.132 9.290 0.008  0.23
11 H 4.751 8.662 1.055  0.14
12 H 5.133 10.511 0.803  0.34
13 H 3.187 7.876 -0.599  0.02
14 H 4.891 7.737 -1.181  0.32
15 H 4.299 8.774 -3.239  0.26
16 H 2.762 9.490 -2.677  0.26
17 H 3.813 5.878 -2.560  -0.18
18 H 4.294 6.615 -4.111  0.53
19 H 2.995 4.496 -4.438  0.29
20 H 1.939 5.997 -4.929  0.23
21 H 1.049 3.017 -3.924  0.40
22 H 0.255 4.334 -4.545  0.69
23 H -0.115 3.883 -2.903  -0.48
24 C 2.760 -1.040 7.521  -1.04
25 O 2.518 -0.415 6.232  0.26
26 C 3.592 0.404 5.828  0.07
27 C 3.422 1.873 6.178  -1.20
28 O 2.560 2.567 5.354  -0.05
29 C 1.202 2.583 5.688  -0.88
30 C 0.450 3.086 4.492  -0.04
31 O -0.113 2.039 3.777  0.45
32 C 0.859 1.182 3.236  0.40
33 H 3.588 -1.750 7.352  0.46
34 H 1.814 -1.511 7.804  0.16
35 H 2.784 -0.261 8.300  0.27
36 H 3.612 0.351 4.680  -0.30
37 H 4.581 0.085 6.168  0.67
38 H 4.410 2.333 5.979  0.39
39 H 3.372 2.191 7.271  0.26
40 H 1.019 3.160 6.593  0.42
41 H 0.892 1.517 5.818  0.21
42 H 1.094 3.678 3.786  -0.11
43 H -0.433 3.719 4.710  0.29
44 H 0.336 0.457 2.626  -0.73
45 H 1.417 0.742 4.045  -0.52
46 H 1.588 1.679 2.601  0.22
47 C -10.071 -4.663 2.112  -0.93
48 O -9.324 -4.433 0.923  -0.03
49 C -10.071 -4.816 -0.259  -0.71
50 C -9.210 -4.603 -1.487  -0.38
51 O -8.933 -3.272 -1.612  -0.26
52 C -8.082 -2.913 -2.691  -0.72
53 C -7.409 -1.620 -2.373  -1.16
54 O -6.101 -1.765 -1.751  0.39
55 C -5.599 -0.557 -1.217  -0.60
56 H -10.508 -5.668 2.181  0.37
57 H -10.904 -3.976 2.286  0.35
58 H -9.373 -4.552 2.922  0.22
59 H -10.969 -4.123 -0.357  0.28
60 H -10.499 -5.810 -0.180  0.43
61 H -9.937 -4.905 -2.395  0.25
62 H -8.318 -5.216 -1.462  0.33
63 H -8.678 -3.059 -3.558  0.54
64 H -7.271 -3.636 -2.833  0.31
65 H -8.058 -0.935 -1.850  0.49
66 H -7.131 -1.184 -3.321  0.50
67 H -6.257 -0.138 -0.470  0.14
68 H -5.231 0.203 -1.926  0.06
69 H -4.768 -0.844 -0.572  0.05
70 C 4.091 -5.509 8.228  -0.74
71 O 3.882 -4.519 7.219  -0.18
72 C 2.692 -4.710 6.524  -0.77
73 C 2.544 -3.759 5.324  0.52
74 O 3.587 -4.035 4.335  -0.03
75 C 4.701 -3.246 4.628  -1.08
76 C 5.040 -2.392 3.411  1.09
77 O 5.897 -1.356 3.844  -0.49
78 C 6.566 -0.653 2.783  -0.91
79 H 3.229 -5.427 8.959  0.26
80 H 5.094 -5.227 8.553  0.25
81 H 4.055 -6.544 7.830  0.28
82 H 1.797 -4.565 7.213  0.39
83 H 2.704 -5.735 6.119  0.45
84 H 2.514 -2.657 5.458  -0.17
85 H 1.663 -4.042 4.801  -0.25
86 H 5.582 -3.821 4.765  0.12
87 H 4.552 -2.617 5.483  0.39
88 H 4.171 -1.903 2.955  -0.13
89 H 5.479 -3.124 2.659  -0.39
90 H 7.256 0.029 3.215  0.49
91 H 5.887 -0.150 2.093  0.25
92 H 7.142 -1.421 2.247  0.39
93 C -0.966 7.094 -3.164  -0.55
94 O -1.959 6.029 -2.954  -0.43
95 C -2.375 6.126 -1.655  0.11
96 C -3.157 4.898 -1.244  -1.03
97 O -2.490 3.728 -1.663  1.14
98 C -3.409 2.708 -2.024  0.56
99 C -4.287 2.864 -3.161  -0.84
100 O -3.574 3.209 -4.380  -0.45
101 C -2.800 2.135 -4.857  -0.30
102 H -0.005 6.544 -2.953  -0.02
103 H -1.025 8.051 -2.577  0.36
104 H -0.843 7.431 -4.238  0.25
105 H -2.893 7.078 -1.353  0.42
106 H -1.569 6.262 -0.922  -0.47
107 H -4.088 4.902 -1.800  0.93
108 H -3.537 4.835 -0.190  -0.13
109 H -4.061 2.510 -1.114  -0.09
110 H -2.852 1.796 -2.118  -0.76
111 H -4.998 3.715 -3.088  0.45
112 H -4.936 2.026 -3.311  0.42
113 H -1.776 2.451 -4.958  0.11
114 H -3.236 1.839 -5.818  0.35
115 H -2.826 1.269 -4.213  0.03
116 C 2.628 -2.048 -0.498  0.54
117 O 3.967 -2.217 -0.094  1.11
118 C 4.835 -2.424 -1.213  -0.82
119 C 4.882 -1.271 -2.162  0.28
120 O 3.759 -1.239 -3.073  0.20
121 C 3.975 -0.282 -4.158  0.36
122 C 2.861 -0.446 -5.080  -1.02
123 O 1.616 0.008 -4.467  0.48
124 C 0.428 -0.168 -5.210  -0.69
125 H 2.144 -1.957 0.455  -0.06
126 H 2.341 -2.919 -1.174  -0.34
127 H 2.484 -1.103 -1.065  -0.87
128 H 4.573 -3.464 -1.648  -0.70
129 H 5.830 -2.438 -0.694  0.43
130 H 5.866 -1.327 -2.728  0.40
131 H 5.000 -0.421 -1.516  -0.14
132 H 4.931 -0.582 -4.647  0.50
133 H 4.048 0.672 -3.708  -0.43
134 H 2.693 -1.477 -5.372  0.32
135 H 3.211 0.118 -6.036  0.32
136 H 0.109 -1.233 -5.473  -0.05
137 H 0.481 0.432 -6.131  0.46
138 H -0.348 0.217 -4.615  -0.04
139 C -3.965 -3.311 -5.187  -0.23
140 O -3.030 -2.255 -5.503  0.03
141 C -2.485 -2.104 -6.809  -0.68
142 C -2.136 -3.427 -7.478  -0.38
143 O -1.314 -4.163 -6.648  0.14
144 C -1.231 -5.516 -6.933  -0.99
145 C -0.276 -5.977 -8.024  -0.48
146 O -0.823 -5.463 -9.240  -0.33
147 C 0.122 -5.529 -10.285  -0.85
148 H -4.531 -3.041 -4.307  -0.39
149 H -3.425 -4.246 -5.172  0.24
150 H -4.703 -3.333 -5.966  0.36
151 H -1.671 -1.369 -6.762  0.14
152 H -3.272 -1.583 -7.433  0.31
153 H -1.730 -3.101 -8.460  0.19
154 H -3.074 -3.937 -7.717  0.43
155 H -2.213 -5.883 -7.263  0.45
156 H -1.116 -6.046 -5.996  0.46
157 H -0.213 -7.087 -8.049  0.39
158 H 0.755 -5.644 -7.827  0.30
159 H -0.385 -5.379 -11.210  0.27
160 H 0.574 -6.458 -10.341  0.38
161 H 0.906 -4.776 -10.134  0.29
162 C -0.508 4.569 1.123  0.10
163 O -0.162 5.441 2.155  0.00
164 C -0.704 6.699 2.055  -0.65
165 C -1.960 6.936 2.851  -0.92
166 O -3.041 6.220 2.276  0.07
167 C -4.292 6.397 2.963  -0.74
168 C -5.364 5.783 2.078  -0.86
169 O -5.409 4.353 1.974  0.02
170 C -6.710 3.755 1.999  -0.77
171 H -0.298 4.815 0.056  -0.03
172 H -1.571 4.395 1.095  0.31
173 H 0.046 3.665 1.266  -0.17
174 H -0.926 6.965 1.001  0.29
175 H 0.051 7.385 2.442  0.49
176 H -2.149 8.052 2.728  0.37
177 H -1.669 6.657 3.854  0.27
178 H -4.505 7.470 3.081  0.54
179 H -4.309 5.986 3.982  0.29
180 H -5.263 6.158 1.075  0.39
181 H -6.270 6.280 2.458  0.48
182 H -7.434 4.408 1.458  0.45
183 H -7.081 3.732 3.057  0.26
184 H -6.736 2.815 1.500  0.06
185 C 9.022 0.432 0.267  -0.85
186 O 7.899 1.098 -0.220  -0.12
187 C 8.014 1.930 -1.364  -1.21
188 C 6.671 2.590 -1.570  -0.64
189 O 5.513 1.706 -1.722  0.00
190 C 4.397 2.577 -1.964  -1.02
191 C 3.186 1.861 -1.411  0.94
192 O 2.998 1.847 -0.005  1.91
193 C 4.040 1.314 0.800  -0.74
194 H 9.961 1.004 0.110  0.35
195 H 9.139 -0.512 -0.215  0.31
196 H 8.851 0.232 1.308  0.18
197 H 8.333 1.376 -2.222  0.43
198 H 8.792 2.701 -1.237  0.49
199 H 6.828 3.202 -2.433  0.48
200 H 6.566 3.309 -0.785  0.38
201 H 4.254 2.696 -3.020  0.80
202 H 4.523 3.578 -1.495  -0.05
203 H 3.181 0.871 -1.869  -0.59
204 H 2.259 2.354 -1.747  -0.67
205 H 5.016 1.711 0.578  0.75
206 H 4.076 0.233 0.736  -0.86
207 H 3.731 1.621 1.825  0.09
208 C -6.842 -1.233 4.005  -1.31
209 S -6.192 -1.893 2.482  1.15
210 O -6.249 -3.380 2.573  -0.75
211 C -7.815 -1.473 1.524  -1.24
212 H -7.032 -0.191 3.943  0.37
213 H -5.987 -1.377 4.662  0.28
214 H -7.676 -1.814 4.367  0.45
215 H -7.925 -0.439 1.389  0.49
216 H -8.717 -1.827 2.071  0.44
217 H -7.762 -2.014 0.522  0.02
218 C 5.319 -7.858 1.841  -1.30
219 S 5.007 -6.136 2.340  0.89
220 O 6.066 -5.903 3.318  -0.71
221 C 5.495 -5.241 0.780  -0.07
222 H 6.254 -7.912 1.339  0.37
223 H 4.481 -8.306 1.288  0.33
224 H 5.376 -8.390 2.756  0.44
225 H 5.636 -4.174 1.072  -0.25
226 H 4.591 -5.309 0.188  -0.14
227 H 6.363 -5.725 0.323  0.49
228 C 2.602 5.000 0.615  0.21
229 S 4.315 5.069 1.141  0.67
230 O 4.800 6.473 1.126  -0.67
231 C 4.276 4.663 2.885  -0.64
232 H 1.875 5.489 1.223  0.82
233 H 2.358 3.883 0.517  -0.83
234 H 2.494 5.223 -0.440  -0.63
235 H 3.941 5.616 3.302  0.45
236 H 5.264 4.447 3.177  0.53
237 H 3.633 3.831 2.989  -0.41
238 C -2.912 -2.757 4.383  -0.55
239 S -1.202 -2.588 4.193  0.50
240 O -0.975 -1.631 3.112  -0.26
241 C -1.047 -1.699 5.764  -1.01
242 H -3.273 -1.684 4.546  -0.23
243 H -3.200 -3.284 5.309  0.58
244 H -3.232 -3.228 3.418  0.09
245 H -0.085 -1.235 5.870  -0.17
246 H -1.209 -2.468 6.500  0.56
247 H -1.865 -1.036 5.851  0.53
248 C -5.099 -4.646 0.068  -1.19
249 S -3.669 -3.566 0.324  0.97
250 O -2.653 -4.284 1.133  -0.69
251 C -3.267 -3.482 -1.392  0.02
252 H -5.842 -4.251 -0.640  0.10
253 H -5.525 -4.756 1.045  0.41
254 H -4.784 -5.652 -0.242  0.53
255 H -4.102 -2.923 -1.858  -0.54
256 H -3.237 -4.492 -1.808  0.65
257 H -2.339 -2.944 -1.536  -0.32
258 C -0.679 -1.094 0.113  0.59
259 S -0.631 -0.226 -1.539  0.88
260 O -2.084 -0.356 -1.987  0.12
261 C -0.398 1.437 -0.913  -0.49
262 H -0.678 -2.124 -0.184  0.44
263 H -1.606 -0.677 0.532  -0.26
264 H 0.221 -0.917 0.735  -0.70
265 H -1.218 1.647 -0.201  0.19
266 H -0.408 1.999 -1.819  -0.18
267 H 0.660 1.554 -0.581  -0.20
268 C -3.070 0.751 2.484  0.99
269 S -4.344 1.224 3.654  0.54
270 O -4.228 0.220 4.765  -0.80
271 C -3.705 2.797 4.162  -0.68
272 H -3.028 -0.330 2.581  -0.49
273 H -2.168 1.318 2.846  -0.71
274 H -3.350 1.150 1.530  0.40
275 H -2.745 2.648 4.592  0.02
276 H -4.424 3.146 4.885  0.62
277 H -3.726 3.453 3.297  0.01
278 C -0.038 -6.184 -0.246  -0.17
279 S 1.178 -6.479 1.049  0.15
280 O 2.592 -6.571 0.431  -0.47
281 C 1.031 -4.830 1.848  1.06
282 H 0.286 -5.355 -0.899  -0.47
283 H -0.941 -5.912 0.328  0.19
284 H -0.258 -7.076 -0.851  0.55
285 H 2.012 -4.646 2.363  -0.59
286 H 0.191 -4.766 2.536  0.46
287 H 1.056 -4.024 1.174  -0.62
288 C 2.915 -5.778 -2.971  -0.04
289 S 2.024 -5.259 -4.415  0.47
290 O 1.108 -6.363 -4.732  -0.66
291 C 0.895 -4.031 -3.643  0.40
292 H 2.119 -6.174 -2.285  0.00
293 H 3.549 -5.109 -2.411  -0.25
294 H 3.629 -6.607 -3.307  0.45
295 H 1.335 -3.182 -3.100  -0.16
296 H 0.369 -4.540 -2.840  -0.02
297 H 0.131 -3.759 -4.333  -0.18



# 6
Below is one molecule with the formula C5H9NO at a distorted geometry, with properties calculated with the ωB97M-V functional and the def2-TZVPD basis.

Properties
LUMO = 0.77 eV
M = 99.133 g/mol
HOMO = -8.75 eV
Gap between HOMO and LUMO = 9.5234 eV

Last column: natural (NBO) charge in e.
CARTESIAN COORDINATES (ANGSTROEM)
1 C 0.741 1.202 0.590  -0.62
2 C 0.074 0.020 -0.114  0.07
3 C 1.129 -0.867 -0.800  -0.61
4 C -0.816 -0.801 0.845  -0.11
5 O -2.167 -0.417 0.545  -0.49
6 C -2.272 0.247 -0.589  0.33
7 N -1.020 0.480 -1.070  -0.67
8 H 1.243 1.843 -0.141  0.22
9 H 1.496 0.869 1.316  0.22
10 H -0.007 1.795 1.124  0.22
11 H 1.852 -1.278 -0.077  0.21
12 H 0.659 -1.710 -1.316  0.22
13 H 1.695 -0.292 -1.538  0.22
14 H -0.763 -1.879 0.669  0.19
15 H -0.649 -0.598 1.906  0.20
16 H -1.144 1.436 -1.365  0.41



Which of these has the lowest M? C5H9NO